No. 1
Molecular formula: H24O12
Method: DFT, wB97M-V/def2-TZVPD

Cartesian coordinates (Å):
O (-0.14579, -0.08738, 0.44406)
H (-0.28569, -0.69555, -0.29048)
H (-0.78742, 0.61558, 0.29196)
O (2.85243, -4.06484, -0.80855)
H (2.88696, -4.06937, 0.15466)
H (2.35698, -3.26603, -1.02170)
O (2.22540, 1.03874, 0.19861)
H (2.91841, 0.41005, -0.03263)
H (1.95301, 0.77237, 1.08396)
O (3.13928, -1.29222, 2.71053)
H (3.33361, -1.29520, 3.65457)
H (2.24552, -0.93552, 2.65621)
O (1.54715, -0.26667, -1.90341)
H (0.78901, 0.06164, -2.39982)
H (2.19613, -0.48310, -2.58236)
O (-0.16341, 0.62244, 4.01241)
H (-0.44245, -0.18993, 4.44965)
H (-0.83851, 0.77104, 3.34073)
O (1.17256, 4.53977, -1.19035)
H (1.97784, 5.06539, -1.12526)
H (1.48228, 3.66920, -1.46451)
O (-3.75387, -0.93739, -2.60043)
H (-2.82238, -0.71628, -2.71185)
H (-3.97096, -1.44367, -3.39134)
O (-2.70261, -1.07394, 1.74193)
H (-1.92852, -1.58644, 2.00101)
H (-2.99172, -1.48528, 0.91961)
O (1.29123, 4.26562, 1.86048)
H (0.87174, 3.56330, 1.35081)
H (1.44071, 4.96617, 1.21559)
O (-4.10815, -3.17679, -0.97321)
H (-4.97867, -3.22636, -0.56243)
H (-3.53131, -3.64236, -0.35719)
O (-0.82416, 1.44916, -3.05172)
H (-1.57649, 1.63439, -2.47841)
H (-0.82812, 0.48949, -3.14113)

Cartesian forces, eV/Å:
O -0.7 -0.3 0.1
H 0.3 0.1 0.1
H 0.0 -0.1 0.1
O -0.1 0.1 0.1
H 0.1 0.0 -0.1
H 0.1 0.0 0.0
O 0.7 0.5 0.5
H -0.2 0.1 0.0
H 0.0 0.1 -0.2
O -0.1 -0.1 0.0
H 0.0 0.0 -0.1
H 0.0 0.0 0.1
O 0.0 -0.7 -0.7
H 0.3 0.4 0.2
H 0.0 0.0 -0.1
O 0.0 -0.2 -0.1
H 0.0 0.1 0.0
H 0.0 0.0 0.0
O 0.1 0.1 0.0
H -0.1 0.0 -0.1
H 0.0 -0.1 0.1
O 0.2 0.4 -0.3
H -0.2 -0.1 0.0
H 0.0 0.0 0.1
O -0.1 -0.2 0.1
H 0.0 0.2 -0.1
H -0.1 0.1 -0.1
O 0.0 0.1 0.2
H 0.2 0.1 -0.1
H -0.1 -0.2 0.0
O 0.1 -0.2 0.4
H 0.0 0.0 -0.1
H -0.1 -0.1 -0.1
O 0.0 -0.3 0.1
H 0.0 0.2 0.0
H -0.2 0.1 -0.3

Calculated values
- Highest occupied orbital energy: -10.23 eV
- E: -24958.378 eV
- Frontier orbital gap: 9.80 eV
- Molecular weight: 216.180 Da
- Energy above the lowest of the compared OMol25 structures with the same formula, charge and spin: 76.48 kcal per mole
- SMILES: O.O.O.O.O.O.O.O.O.O.O.O

***

No. 2
Molecular formula: H24O12
Method: DFT, wB97M-V/def2-TZVPD

Cartesian coordinates (Å):
H (-0.31114, -0.01456, -1.08474)
H (0.48828, -1.20399, -0.57857)
H (-4.48359, 0.07821, -1.74473)
H (-3.04543, 0.41961, -2.09853)
H (1.59652, -0.29514, 0.59577)
H (2.01438, 0.07878, -0.81690)
H (3.71385, -1.88234, -2.22169)
H (2.36865, -1.23593, -2.50915)
H (0.41778, -5.78574, -0.58265)
H (-0.87321, -5.05074, -0.90381)
H (2.30898, 1.38835, 2.47997)
H (1.96875, 0.26929, 3.45053)
H (-2.53362, -1.65927, -0.55474)
H (-3.15062, -2.02810, -1.89389)
H (0.19481, 1.06969, 1.79002)
H (-0.49626, 1.21650, 0.44432)
H (-0.25484, 0.77841, 4.75993)
H (-0.03071, -0.23445, 3.64911)
H (-0.03525, 5.14370, -1.73918)
H (-0.85766, 4.01935, -1.13129)
H (-3.44252, 3.03235, -1.51077)
H (-2.18768, 2.61338, -0.76252)
H (3.53000, -1.32053, 0.66596)
H (3.55370, 0.19099, 0.82339)
O (-0.20279, -0.58561, -0.31588)
O (-3.58187, -0.25219, -1.66276)
O (1.83660, 0.46181, 0.04952)
O (2.84371, -1.73415, -1.83455)
O (-0.47215, -5.63056, -0.24659)
O (1.61612, 1.08503, 3.07740)
O (-3.38303, -1.74703, -1.00172)
O (-0.14936, 1.73253, 1.18077)
O (-0.18869, 0.70411, 3.80124)
O (-0.12869, 4.61894, -0.93613)
O (-2.76874, 2.34371, -1.48268)
O (4.12574, -0.58442, 0.84553)

Cartesian forces, eV/Å:
H 0.0 0.0 0.0
H -0.4 -0.2 -0.1
H -0.3 0.6 -0.1
H -0.2 1.4 -0.5
H -0.1 0.5 0.0
H 0.5 0.1 0.2
H 0.1 0.0 0.2
H 0.1 -0.2 -0.2
H -0.1 0.0 0.1
H -0.1 0.0 0.1
H 0.5 0.2 -0.2
H 0.2 0.2 0.1
H 0.0 -0.2 0.3
H -0.1 -0.2 0.6
H -0.1 0.4 0.2
H 0.3 0.2 0.5
H -0.3 0.0 0.0
H -0.4 0.0 0.1
H 0.0 0.0 0.1
H 0.2 0.1 0.0
H 0.0 -0.1 0.0
H -0.1 -0.2 0.3
H 0.2 0.1 -0.1
H -0.1 0.0 -0.3
O -1.7 -1.5 -0.8
O -1.6 11.7 -5.7
O 1.5 0.6 -0.1
O -0.3 0.1 -0.2
O 0.2 0.1 -0.2
O 3.9 0.5 -1.7
O 2.2 -13.7 5.4
O -1.0 0.5 -0.4
O -3.8 -1.3 2.1
O -0.1 0.0 -0.2
O 0.4 0.7 0.0
O 0.6 -0.4 0.5

Calculated values
- Highest occupied orbital energy: -6.72 eV
- E: -24951.582 eV
- Frontier orbital gap: 6.26 eV
- Molecular weight: 216.180 Da
- Energy above the lowest of the compared OMol25 structures with the same formula, charge and spin: 233.21 kcal per mole

***

No. 3
Molecular formula: H24O12
Method: DFT, wB97M-V/def2-TZVPD

Cartesian coordinates (Å):
O (-18.22931, -10.28992, 9.49127)
H (-17.98393, -9.38865, 9.28215)
H (-18.93539, -10.20395, 10.13181)
O (-15.43684, -8.73691, 11.02534)
H (-14.77245, -8.32742, 10.47114)
H (-15.78310, -8.01891, 11.55525)
O (-18.07415, -8.45155, 11.23710)
H (-18.05835, -7.80242, 10.53381)
H (-18.90426, -8.91327, 11.11893)
O (-18.17730, -8.58318, 7.64734)
H (-18.30116, -9.52743, 7.55094)
H (-17.23819, -8.47869, 7.80022)
O (-17.36178, -6.16683, 10.10373)
H (-17.88874, -6.83912, 9.67180)
H (-17.32985, -5.44603, 9.47471)
O (-18.52654, -7.73780, 9.47102)
H (-19.17143, -7.04269, 9.34002)
H (-18.35276, -8.07283, 8.59137)
O (-16.29896, -9.90402, 6.46876)
H (-16.39883, -9.50405, 7.33264)
H (-17.15177, -10.29891, 6.28709)
O (-14.37764, -7.15710, 9.94423)
H (-14.32479, -7.50271, 9.05317)
H (-13.46613, -7.02486, 10.20480)
O (-14.26387, -7.78481, 8.12235)
H (-14.41507, -8.68344, 7.82936)
H (-13.39304, -7.56729, 7.78983)
O (-16.07018, -6.92397, 11.64338)
H (-16.66360, -6.96095, 10.89324)
H (-15.82648, -6.00081, 11.71132)
O (-14.78477, -7.19089, 6.31732)
H (-14.80775, -7.72690, 7.11003)
H (-14.46002, -6.34012, 6.61221)
O (-16.41084, -8.18842, 8.68148)
H (-15.46142, -8.07797, 8.73274)
H (-16.72753, -7.95041, 9.55286)

Cartesian forces, eV/Å:
O -0.2 -1.6 -1.0
H 0.1 -1.4 1.2
H 0.2 -0.4 -0.1
O 0.6 -8.8 -1.5
H -0.3 -0.8 1.6
H 1.3 -1.7 1.3
O 1.1 -2.4 7.1
H -0.4 -1.3 3.7
H 0.1 0.5 0.4
O -3.5 -2.9 -8.7
H -1.0 -0.2 0.2
H 1.0 0.9 -1.0
O 0.8 7.5 -0.9
H 0.8 1.5 -0.9
H 0.5 0.4 0.0
O -9.8 2.5 -2.8
H -1.5 -0.2 -0.1
H -1.2 -0.8 -2.3
O 0.9 -0.3 -0.3
H 0.4 -0.9 -0.1
H 0.0 -0.2 -0.3
O 2.6 6.6 6.0
H 0.5 2.0 6.0
H 0.2 0.3 0.6
O 6.9 -7.4 -6.3
H 1.0 -2.2 0.3
H 0.8 0.3 -0.3
O -0.8 6.2 5.2
H 0.9 1.0 1.2
H 0.0 0.0 0.2
O -1.3 1.9 -6.5
H -2.7 2.2 -4.5
H -0.3 0.3 -0.2
O 3.9 0.5 0.9
H -3.0 -0.4 1.3
H 1.1 -1.0 0.6

Calculated values
- Highest occupied orbital energy: -8.10 eV
- E: -24936.602 eV
- Frontier orbital gap: 7.44 eV
- Molecular weight: 216.180 Da
- Energy above the lowest of the compared OMol25 structures with the same formula, charge and spin: 578.64 kcal per mole

***

No. 4
Molecular formula: H24O12
Method: DFT, wB97M-V/def2-TZVPD

Cartesian coordinates (Å):
O (-0.31953, -2.86824, 0.32958)
H (0.08718, -1.81830, 0.02169)
H (0.06757, -3.60934, 0.75239)
O (2.25190, 1.13997, 1.30019)
H (1.44039, 0.94698, 0.76258)
H (2.51931, 2.18191, 1.16125)
O (0.51272, 3.16765, -1.54741)
H (1.30555, 2.74551, -1.17930)
H (-0.04615, 2.31476, -1.82154)
O (-0.34322, 1.32483, 2.88948)
H (-0.50021, 2.03415, 2.29340)
H (0.67254, 1.30840, 2.89311)
O (0.09286, 0.11004, -0.09201)
H (-0.03956, -0.06137, -1.23204)
H (-0.86799, 0.08171, 0.06706)
O (0.79628, -0.44766, -2.60803)
H (0.49282, -1.36914, -2.76767)
H (0.89070, -0.15561, -3.44550)
O (-2.84002, -2.77265, -0.19123)
H (-3.00116, -3.48442, 0.46874)
H (-1.93474, -2.61794, -0.43733)
O (-1.79591, 1.62940, -1.60715)
H (-2.18449, 1.06031, -2.20317)
H (-2.07395, 1.40257, -0.74917)
O (2.48952, -1.67990, 1.41432)
H (2.20380, -0.63520, 1.20278)
H (3.39098, -1.70648, 1.65291)
O (2.82055, 1.05972, -1.45537)
H (2.27947, 0.23995, -1.44659)
H (3.10954, 1.19449, -2.20435)
O (-1.37310, -1.32451, 2.58580)
H (-0.86389, -1.81737, 1.95982)
H (-0.86109, -0.49551, 2.85716)
O (-2.48247, 0.95448, 0.12024)
H (-2.84262, 1.30229, 0.86587)
H (-3.05358, 0.66453, -0.61051)

Cartesian forces, eV/Å:
O -0.5 5.3 -2.6
H -0.3 -4.6 2.2
H 1.9 -0.1 0.5
O 0.2 3.8 -0.1
H 0.5 0.8 0.1
H -1.2 -4.2 0.2
O -1.1 -2.8 -0.7
H 0.0 0.2 -0.2
H 1.2 2.8 1.0
O 2.5 -0.7 0.9
H -0.4 1.0 -0.9
H -1.9 -0.2 0.0
O -1.2 -2.1 -4.8
H 1.4 1.3 4.2
H 0.3 0.3 1.1
O -1.1 -3.2 3.5
H 0.3 0.5 0.5
H 0.5 2.2 -4.4
O -2.6 -0.1 -0.1
H 1.1 1.0 -0.9
H 0.7 -1.0 0.9
O 4.3 4.1 -7.6
H -1.1 -1.6 -2.6
H 2.3 2.7 0.1
O -3.3 3.4 -1.5
H 2.0 -4.2 1.2
H 1.5 0.5 0.3
O -4.9 -2.6 12.1
H 0.7 0.9 -0.2
H 4.5 2.0 -12.0
O 0.0 2.1 1.4
H 0.7 -0.4 -0.7
H -0.9 -1.7 -0.8
O -2.0 -5.8 4.5
H -2.4 1.2 3.4
H -1.6 -0.7 1.8

Calculated values
- Highest occupied orbital energy: -10.13 eV
- E: -24953.069 eV
- Frontier orbital gap: 9.70 eV
- Molecular weight: 216.180 Da
- Energy above the lowest of the compared OMol25 structures with the same formula, charge and spin: 198.92 kcal per mole

***

No. 5
Molecular formula: H24O12
Method: DFT, wB97M-V/def2-TZVPD

Cartesian coordinates (Å):
O (0.52520, 1.36799, 2.76866)
H (-0.06542, 1.69844, 2.12425)
H (0.15433, 1.69025, 3.56734)
O (-0.96862, 1.35277, -3.80335)
H (-1.18034, 1.44931, -2.88868)
H (-0.62814, 2.18733, -4.01500)
O (-0.30818, -3.27220, -1.88993)
H (-0.52533, -3.75894, -2.66457)
H (-1.00343, -2.65732, -1.70932)
O (-1.85085, -1.25236, -0.87615)
H (-2.43488, -1.80711, -0.37651)
H (-2.48701, -0.85047, -1.45784)
O (-1.18806, -1.18669, 1.93480)
H (-0.61872, -1.20320, 2.67956)
H (-1.38139, -0.22366, 1.87913)
O (-1.16934, 2.33196, -1.17201)
H (-1.31828, 3.28680, -1.06654)
H (-0.22008, 2.16018, -1.29307)
O (3.18999, 0.11370, 0.13577)
H (2.25196, 0.11026, -0.10063)
H (3.77902, -0.09380, -0.61934)
O (1.59373, 2.10908, -1.80553)
H (1.46163, 1.41252, -1.19019)
H (2.52499, 2.43666, -1.69948)
O (1.58130, -1.17075, 2.85511)
H (1.17658, -0.33810, 3.11348)
H (2.52789, -1.10026, 2.74296)
O (-2.00184, 1.29634, 1.24724)
H (-1.89379, 1.49521, 0.29895)
H (-2.94773, 1.06244, 1.27731)
O (1.28042, -2.76231, 0.74943)
H (1.23734, -2.26467, 1.54632)
H (0.41534, -2.96041, 0.52014)
O (0.51013, -0.03807, -0.38619)
H (0.26035, -0.42816, 0.48694)
H (-0.27878, -0.19277, -0.91306)

Cartesian forces, eV/Å:
O 1.3 -0.7 0.3
H -1.1 0.4 -1.5
H -0.4 0.5 1.4
O -0.7 -2.0 -0.6
H -0.4 0.1 1.0
H 0.9 1.8 -0.7
O 1.2 -0.4 0.8
H -0.3 -0.5 -0.9
H -0.6 0.7 -0.1
O -0.3 0.3 -0.4
H -0.1 -0.7 1.2
H -0.2 0.6 -0.9
O -0.8 0.8 -0.8
H 0.9 -0.7 1.1
H -0.2 -0.6 -0.4
O -0.6 0.1 0.2
H 0.4 -0.5 -0.2
H 0.1 0.7 0.1
O 1.2 0.4 0.1
H 0.4 -0.7 -0.5
H -1.2 0.0 0.6
O 1.3 1.9 -1.1
H 0.3 -1.4 1.1
H -1.5 -0.6 0.1
O -0.5 -0.8 0.5
H 0.6 0.6 -0.3
H 0.2 0.5 0.0
O -1.2 0.1 -0.2
H 0.7 0.2 -0.1
H 0.5 0.1 0.4
O 2.5 -0.4 -0.6
H -0.1 0.7 1.1
H -2.5 -0.7 -0.9
O -0.3 0.4 1.0
H 0.3 0.1 -0.8
H 0.1 -0.4 -0.1

Calculated values
- Highest occupied orbital energy: -9.77 eV
- E: -24960.045 eV
- Frontier orbital gap: 9.57 eV
- Molecular weight: 216.180 Da
- Energy above the lowest of the compared OMol25 structures with the same formula, charge and spin: 38.03 kcal per mole
- SMILES: O.O.O.O.O.O.O.O.O.O.O.O

***

No. 6
Molecular formula: H24O12
Method: DFT, wB97M-V/def2-TZVPD

Cartesian coordinates (Å):
O (0.03046, 0.82019, 0.24482)
H (0.90595, 0.46804, 0.44104)
H (-0.27713, 0.28493, -0.49537)
O (-4.07597, -2.66273, 0.81259)
H (-3.81392, -1.80067, 1.15488)
H (-5.03471, -2.67261, 0.91111)
O (0.44301, 2.57867, 2.96898)
H (0.84815, 2.97522, 3.74847)
H (0.53199, 3.25542, 2.28848)
O (1.87593, -3.06258, -2.92097)
H (1.01395, -2.63400, -2.87307)
H (2.37247, -2.67272, -2.19265)
O (-0.68025, -1.27904, -1.86100)
H (-1.18443, -1.63298, -1.11970)
H (-1.28016, -1.35734, -2.61131)
O (-3.34228, 1.59652, -1.86395)
H (-2.59707, 1.71441, -2.46374)
H (-3.92520, 0.98743, -2.33107)
O (0.91904, -2.77984, 0.26229)
H (1.59476, -2.52141, 0.89916)
H (1.04453, -2.16980, -0.47330)
O (5.59936, -1.29227, 0.56561)
H (5.00988, -1.08706, 1.30004)
H (5.08538, -1.06631, -0.21782)
O (-5.22320, 0.72904, 0.25154)
H (-4.58573, 0.01760, 0.12320)
H (-4.69533, 1.53242, 0.18130)
O (1.53749, 3.75262, -0.14505)
H (1.08156, 3.21493, 0.51222)
H (0.87054, 3.90999, -0.82284)
O (0.69346, -1.54601, 3.79056)
H (0.32260, -2.43042, 3.69429)
H (0.80203, -1.43957, 4.74233)
O (2.37027, 2.55949, -2.20298)
H (2.97592, 2.56473, -1.45321)
H (2.78664, 3.14568, -2.84487)

Cartesian forces, eV/Å:
O 0.1 0.0 0.0
H -0.1 0.1 0.1
H 0.0 0.1 -0.2
O 0.0 0.2 -0.1
H 0.0 -0.1 0.2
H 0.0 0.0 0.0
O 0.1 0.1 0.0
H 0.0 0.0 -0.1
H -0.1 0.0 0.2
O 0.0 0.2 0.0
H 0.0 0.0 0.1
H 0.0 -0.2 -0.1
O -0.1 0.0 0.0
H 0.0 -0.2 0.1
H 0.1 0.1 0.0
O 0.1 -0.2 -0.2
H 0.0 0.1 0.1
H -0.1 0.1 0.1
O 0.2 0.2 0.0
H -0.1 -0.1 0.1
H -0.2 -0.1 0.0
O -0.3 0.1 0.0
H 0.1 0.0 0.0
H 0.1 0.0 0.0
O 0.0 -0.2 0.1
H 0.0 0.2 -0.1
H 0.0 0.0 -0.1
O -0.3 0.5 0.9
H 0.0 -0.2 -0.3
H 0.2 -0.2 0.0
O 0.1 -0.2 0.1
H 0.0 0.1 -0.1
H 0.0 0.1 -0.1
O 0.4 -0.3 -0.8
H -0.3 0.2 0.1
H 0.0 -0.1 0.0

Calculated values
- Highest occupied orbital energy: -10.74 eV
- E: -24958.876 eV
- Frontier orbital gap: 10.53 eV
- Molecular weight: 216.180 Da
- Energy above the lowest of the compared OMol25 structures with the same formula, charge and spin: 64.99 kcal per mole
- SMILES: O.O.O.O.O.O.O.O.O.O.O.O